The following is a DFT calculation (ωB97M-V/def2-TZVPD) of a molecular structure, C37H83Br4N7O3.

total charge = +2
maximum force = 5.39 eV/Å
E = -336444.01883 eV
LUMO = -0.15405 Eh
Kohn-Sham gap = 5.97 eV
molar mass = 993.73 g/mol
E_HOMO = -10.2 eV

The geometry in XYZ format:
```
134
Properties=species:S:1:pos:R:3:mulliken_charge:R:1
C -2.11 -2.69 31.50 0.876
C -2.11 -2.07 30.10 -0.636
O -3.03 -1.54 29.51 -0.529
N -0.84 -2.08 29.53 1.822
H -0.01 -1.90 30.21 -0.610
H -0.58 -3.10 29.21 -0.316
C -0.80 -1.11 28.41 -0.220
H -2.87 -2.26 32.13 -0.045
H -1.12 -2.53 31.89 -0.492
H -2.26 -3.77 31.46 0.332
H -0.74 -0.14 28.89 0.245
H -1.61 -1.15 27.69 0.286
H 0.17 -1.28 27.95 -0.179
C -1.99 0.87 31.30 0.664
C -2.67 1.59 30.27 0.761
O -3.44 1.47 29.36 -0.494
N -2.52 3.34 30.68 -0.414
H -2.96 3.39 31.62 0.366
H -1.60 3.78 30.76 0.362
C -3.35 4.05 29.64 -0.878
H -1.99 -0.19 31.14 -0.785
H -2.78 0.79 32.20 -0.029
H -1.15 1.26 31.81 0.537
H -4.38 3.72 29.56 0.280
H -2.79 3.78 28.74 0.348
H -3.23 5.12 29.80 0.367
C 1.01 -5.31 32.52 -0.720
C 0.82 -4.84 34.00 0.536
O 1.01 -5.41 34.97 -0.421
N 0.26 -3.43 34.08 0.311
H 0.94 -2.94 34.64 0.378
H 0.21 -2.88 33.23 -0.504
C -1.03 -3.40 34.85 -0.587
H 0.10 -5.83 32.21 0.256
H 1.87 -5.99 32.50 0.392
H 1.17 -4.50 31.80 0.141
H -1.78 -3.89 34.20 0.117
H -1.32 -2.38 35.01 0.243
H -0.85 -3.96 35.75 0.379
C 5.77 -5.99 23.00 -1.126
C 6.04 -4.96 24.16 -0.672
C 4.98 -3.91 24.29 -0.107
C 3.66 -4.65 24.54 -1.337
N 2.55 -3.71 24.89 0.345
C 1.30 -4.45 25.16 -0.239
C 0.17 -3.50 24.81 -0.196
C 0.80 -2.41 23.87 -0.690
C 2.22 -2.84 23.67 -0.747
C 2.98 -2.78 26.02 -1.181
C 3.62 -3.32 27.31 -0.071
C 3.79 -2.12 28.31 -1.273
H 6.59 -6.74 22.91 0.400
H 5.68 -5.54 22.01 0.293
H 4.87 -6.56 23.31 0.295
H 6.98 -4.41 24.02 0.421
H 6.18 -5.57 25.07 0.294
H 4.96 -3.23 23.42 0.344
H 5.20 -3.28 25.17 0.235
H 3.69 -5.32 25.39 0.406
H 3.31 -5.23 23.70 0.762
H 1.24 -4.80 26.20 -0.115
H 1.24 -5.37 24.57 0.443
H -0.25 -3.02 25.68 -0.180
H -0.62 -4.02 24.30 0.467
H 0.72 -1.37 24.22 0.330
H 0.34 -2.44 22.86 0.341
H 2.95 -2.05 23.72 0.469
H 2.37 -3.42 22.76 0.474
H 2.07 -2.26 26.29 0.603
H 3.64 -2.02 25.60 0.427
H 4.64 -3.69 27.17 0.255
H 3.11 -4.18 27.73 0.286
H 4.07 -2.43 29.32 0.404
H 2.81 -1.66 28.46 0.096
H 4.51 -1.42 27.87 0.355
C -11.39 -2.17 36.84 -1.180
C -11.75 -3.50 36.16 -0.706
C -11.35 -3.51 34.70 -0.219
C -9.85 -3.54 34.58 -1.066
N -9.27 -3.57 33.19 0.721
C -9.74 -2.36 32.37 -0.692
C -10.64 -2.86 31.21 -0.622
C -11.07 -4.26 31.60 -0.561
C -9.90 -4.79 32.51 -0.768
C -7.77 -3.62 33.22 -0.922
C -7.11 -2.46 33.95 -0.261
C -5.62 -2.42 33.58 -1.200
H -11.69 -2.22 37.88 0.400
H -11.97 -1.36 36.42 0.327
H -10.31 -1.91 36.79 0.307
H -12.84 -3.62 36.14 0.343
H -11.31 -4.33 36.70 0.373
H -11.76 -2.61 34.24 0.323
H -11.79 -4.37 34.16 0.304
H -9.42 -4.47 34.94 0.353
H -9.35 -2.70 35.08 0.372
H -8.84 -1.85 32.03 0.446
H -10.33 -1.79 33.04 0.313
H -10.12 -2.82 30.25 0.290
H -11.45 -2.14 31.24 0.362
H -11.18 -4.90 30.73 0.482
H -11.95 -4.22 32.19 0.237
H -9.14 -5.25 31.87 0.510
H -10.22 -5.54 33.21 0.276
H -7.47 -3.75 32.18 0.477
H -7.58 -4.52 33.78 0.418
H -7.16 -2.72 35.01 0.383
H -7.64 -1.52 33.80 0.492
H -5.23 -3.34 33.89 0.214
H -5.02 -1.67 34.06 0.072
H -5.42 -2.34 32.52 0.295
C -7.16 3.65 25.61 -0.987
C -7.81 2.32 26.04 -0.522
N -6.84 1.37 26.55 0.231
C -5.90 0.70 25.73 -0.685
C -5.26 -0.23 26.50 -0.418
N -5.94 -0.17 27.77 0.242
C -6.79 0.80 27.70 0.093
C -5.75 -1.21 28.82 -0.992
H -7.90 4.31 25.15 0.375
H -6.40 3.32 24.88 0.304
H -6.66 4.09 26.47 0.277
H -8.43 1.95 25.21 0.343
H -8.52 2.43 26.88 0.302
H -5.72 0.92 24.70 0.401
H -4.48 -0.95 26.33 0.525
H -7.45 0.94 28.56 0.449
H -6.78 -1.41 29.14 0.441
H -5.10 -0.86 29.61 0.280
H -5.29 -2.09 28.36 0.302
Br 0.45 -4.80 28.60 -0.647
Br -3.02 -0.03 33.97 -0.690
Br -3.69 -5.10 32.96 -0.737
Br 1.61 -1.59 31.64 -0.731
```